Here is one molecule with the formula C5H6N2 from OMol25. Energies are from the ωB97M-V functional and the def2-TZVPD basis.

```
13
Properties=species:S:1:pos:R:3:forces:R:3
N -1.609 0.803 -0.513 -1.63 -1.04 -0.34
C -2.710 0.373 -0.535 1.14 0.73 0.36
C -0.274 0.894 -0.922 0.15 -0.14 -0.40
C 0.846 0.747 0.005 -0.03 0.50 0.16
C 0.469 -0.181 1.152 0.02 0.01 0.17
C 0.192 -1.246 0.071 -0.08 -0.14 0.00
N 0.558 -0.308 -1.037 0.28 -0.13 -0.11
H -0.176 1.500 -1.815 0.13 0.18 0.23
H 1.687 1.440 -0.040 -0.08 -0.35 0.04
H 1.324 -0.413 1.784 -0.07 -0.08 0.02
H -0.380 0.118 1.775 0.20 0.07 -0.12
H 0.897 -2.084 0.093 -0.15 0.28 -0.09
H -0.825 -1.644 -0.018 0.14 0.12 0.07
```
Forces are in eV/Å.

The calculation puts the HOMO energy at -9.7 eV. The orbital gap comes out at 10.643 eV. The energy relative to the best compared isomer or geometry (same formula, charge and spin) comes out at 3.312 eV.

=====

Here is a 2-piece molecular cluster, C4H4IN overall from OMol25. Energies are from the ωB97M-V functional and the def2-TZVPD basis.

```
10
Properties=species:S:1:pos:R:3:forces:R:3
N 0.615 -1.731 0.269 0.21 -3.53 -0.02
C 0.669 -0.608 0.284 -0.14 2.98 0.19
C 0.473 0.771 0.237 1.31 1.56 -0.11
C 0.867 1.997 -0.027 -0.85 -2.09 0.48
C -0.602 1.749 0.034 -0.98 1.54 -1.71
H 1.494 2.812 -0.240 1.04 0.33 -0.15
H -1.091 2.314 0.846 -0.36 -0.92 -0.41
H -1.046 1.744 -1.017 -0.20 0.15 1.71
I -1.295 -4.958 -0.012 -1.40 -1.05 0.38
H -0.084 -4.090 -0.374 1.37 1.04 -0.36
```
Forces are in eV/Å.

The SMILES is N#CC1=CC1.I. The calculation puts the HOMO energy at -9.6 eV. The orbital gap comes out at 9.616 eV. The energy relative to the best compared isomer or geometry (same formula, charge and spin) comes out at 3.225 eV.

=====

Here is C3H5N5 as an isolated structure from OMol25. Energies are from the ωB97M-V functional and the def2-TZVPD basis.

```
13
Properties=species:S:1:pos:R:3:forces:R:3
C 0.958 -0.918 0.324 -1.09 -1.79 4.26
C -0.575 1.013 0.548 0.37 -0.51 -1.90
C -1.902 0.813 0.050 -2.62 10.96 3.72
H 3.287 0.769 -0.855 0.64 -0.38 -0.07
H 1.537 1.177 -0.986 2.90 -1.66 1.43
H 0.604 -1.749 1.184 1.87 1.80 -2.78
H 0.281 1.710 1.111 -3.13 -1.69 -1.91
H -2.776 1.584 0.089 1.96 -1.18 0.15
N 2.394 0.666 -0.436 -4.23 3.00 -1.64
N 2.099 -0.433 0.223 2.46 -1.64 0.02
N -0.162 -0.178 -0.008 -0.68 -1.87 1.63
N -2.221 -0.322 -0.377 -3.77 -1.66 -0.78
N -1.226 -1.011 -0.270 5.32 -3.38 -2.12
```
Forces are in eV/Å.

The calculation puts the HOMO energy at -9.3 eV. The orbital gap comes out at 9.816 eV. The energy relative to the best compared isomer or geometry (same formula, charge and spin) comes out at 5.895 eV.

=====

Here is C33H30N3O7Re as an isolated structure from OMol25. Energies are from the ωB97M-V functional and the def2-TZVPD basis.

```
74
Properties=species:S:1:pos:R:3:forces:R:3
Re 0.282 0.470 0.148 -0.24 -2.10 0.29
O 3.860 -1.437 -0.933 -0.15 -0.24 0.08
C 3.168 -0.549 -0.478 0.32 0.31 -0.01
O 2.002 -0.737 0.082 -0.17 0.30 -0.16
C 3.753 0.858 -0.482 0.20 -0.13 0.10
C 5.117 1.005 -0.545 -0.03 -0.31 -0.05
C 5.675 2.276 -0.518 0.50 0.11 0.05
C 4.894 3.404 -0.432 0.00 0.16 0.04
C 3.522 3.264 -0.368 0.13 0.75 0.02
C 2.917 1.998 -0.412 -0.81 -0.87 0.05
O 1.647 1.805 -0.428 0.17 1.60 -0.32
N 2.737 4.509 -0.214 0.36 -0.47 -0.05
O 1.597 4.423 0.180 -0.15 0.06 0.05
O 3.306 5.561 -0.464 -0.05 0.02 -0.04
N 7.143 2.431 -0.540 -0.57 -0.07 -0.07
O 7.817 1.422 -0.604 0.07 -0.06 0.01
O 7.598 3.559 -0.498 0.06 0.08 0.01
H 5.741 0.125 -0.620 0.00 0.01 0.01
H 5.339 4.385 -0.396 0.00 0.02 -0.01
C 1.642 -0.586 3.244 0.04 -0.02 0.08
C 0.269 -0.753 3.915 0.03 -0.01 -0.19
C -0.390 0.607 4.149 -0.06 0.03 0.07
C -0.668 -1.739 3.230 0.23 -0.14 0.27
C -0.854 -2.982 3.828 -0.09 0.06 0.02
C -1.731 -3.909 3.291 0.02 0.06 0.00
C -2.528 -3.540 2.219 -0.12 0.14 0.11
C -2.406 -2.296 1.603 -0.22 -0.14 -0.12
C -3.404 -1.901 0.503 0.11 -0.09 0.08
C -4.758 -2.593 0.718 0.02 -0.09 -0.05
C -3.674 -0.397 0.418 -0.06 -0.02 0.09
C -1.344 -1.464 2.029 0.31 0.16 -0.95
N -0.810 -0.487 1.198 -0.03 0.52 0.74
H 2.408 -0.363 3.993 -0.04 0.01 -0.01
H 1.641 0.245 2.536 -0.01 -0.01 0.02
H 1.948 -1.476 2.694 -0.01 0.00 0.02
H 0.448 -1.191 4.901 0.02 -0.03 0.03
H -0.568 1.123 3.204 0.01 -0.03 0.03
H 0.256 1.238 4.766 -0.01 -0.02 -0.03
H -1.349 0.493 4.659 0.03 0.01 0.01
H -0.292 -3.220 4.725 0.00 0.00 -0.02
H -1.823 -4.898 3.725 -0.02 0.03 0.02
H -3.266 -4.242 1.855 0.01 0.02 0.03
H -3.004 -2.242 -0.460 0.04 0.11 -0.01
H -5.131 -2.393 1.727 0.00 0.00 -0.05
H -4.720 -3.674 0.581 0.00 0.05 -0.01
H -5.484 -2.199 0.003 0.02 -0.03 0.00
H -4.005 -0.015 1.391 0.02 -0.02 -0.07
H -4.468 -0.208 -0.309 0.02 -0.02 0.04
H -2.803 0.164 0.108 0.07 0.04 -0.01
C -0.218 -4.345 -3.085 -0.03 0.02 0.00
C -0.062 -3.774 -1.830 -0.01 0.05 -0.01
C -0.309 -2.423 -1.632 0.03 -0.01 -0.03
C -0.721 -1.605 -2.687 -0.05 0.29 0.04
C -0.887 -2.201 -3.941 0.02 -0.08 -0.07
C -0.634 -3.550 -4.145 -0.02 0.07 0.05
C -1.026 -0.157 -2.582 -0.22 -0.37 -0.25
C -0.777 0.748 -1.625 0.38 0.49 0.15
C -1.218 2.157 -1.856 -0.08 -0.14 -0.08
C -1.064 2.775 -3.098 0.03 0.09 -0.07
C -1.526 4.066 -3.317 0.01 -0.02 0.06
C -2.148 4.773 -2.295 0.04 -0.07 -0.01
C -2.277 4.183 -1.045 0.05 -0.05 -0.02
C -1.807 2.896 -0.828 -0.05 0.05 -0.01
H -0.020 -5.400 -3.236 0.00 0.03 0.00
H 0.259 -4.378 -0.991 0.01 0.01 -0.01
H -0.180 -2.014 -0.642 -0.02 -0.01 0.04
H -1.212 -1.586 -4.774 0.00 -0.02 0.02
H -0.764 -3.980 -5.131 0.00 0.01 0.00
H -1.561 0.215 -3.460 0.01 -0.07 0.03
H -0.551 2.243 -3.891 -0.04 0.01 0.02
H -1.384 4.528 -4.287 -0.01 -0.01 0.00
H -2.513 5.778 -2.467 0.03 0.00 0.01
H -2.737 4.731 -0.231 0.00 -0.02 -0.01
H -1.906 2.446 0.154 -0.04 -0.01 0.01
```
Forces are in eV/Å.

Its spin multiplicity is 4. The calculation puts the HOMO energy (alpha / beta) at -3.8 / -5.8 eV. Its total charge is -1. The orbital gap (alpha / beta) comes out at 5.915 / 7.705 eV.

=====

Here is one molecule with the formula C4H6N2 from OMol25. Energies are from the ωB97M-V functional and the def2-TZVPD basis.

```
12
Properties=species:S:1:pos:R:3:forces:R:3
C -1.702 -0.250 -0.020 -0.29 -0.08 -0.02
C -0.233 -0.208 0.250 0.14 0.46 -0.34
C 0.343 1.000 0.699 0.18 0.34 0.09
N 1.606 1.130 0.356 0.11 -0.25 0.14
N 1.893 -0.030 -0.249 0.18 -0.24 -0.17
C 0.823 -0.867 -0.341 -0.10 0.12 0.08
H -1.878 0.639 -0.639 -0.32 -0.28 0.09
H -2.027 -1.112 -0.597 0.06 -0.16 0.06
H -2.336 -0.160 0.863 0.11 -0.09 0.07
H -0.136 1.797 1.247 -0.10 0.05 -0.09
H 2.718 -0.075 -0.820 0.18 -0.18 0.29
H 0.930 -1.865 -0.749 -0.16 0.31 -0.21
```
Forces are in eV/Å.

The SMILES is Cc1cn[nH]c1. The calculation puts the HOMO energy at -9.0 eV. The orbital gap comes out at 10.024 eV. The energy relative to the best compared isomer or geometry (same formula, charge and spin) comes out at 0.987 eV.